Entry from the OMol25 dataset: 7 unconnected molecules or ions with the total composition C40H57BrO22 (wB97M-V/def2-TZVPD).

```
120
Properties=species:S:1:pos:R:3:forces:R:3
O -0.3323 -0.1274 -1.4538 0.0059 -0.2675 0.3128
C 0.6029 -0.7762 -1.0626 -0.1645 0.4145 -0.3310
O 0.5661 -2.1143 -0.9344 -0.0346 0.1937 0.0266
C 1.9064 -0.1820 -0.5943 0.4613 -0.1482 0.2696
C 3.1842 -0.7366 -1.1941 -0.3968 -0.1360 -0.1490
C 4.0642 -1.4095 -0.3564 0.3011 -0.1513 -0.0509
C 5.2734 -1.9156 -0.8302 -0.3894 0.1731 0.1059
Br 6.4255 -2.7937 0.3739 0.0416 -0.0392 -0.0195
C 5.6367 -1.7567 -2.1551 -0.1125 -0.2035 0.2079
C 4.7667 -1.0675 -2.9803 -0.0770 0.1422 -0.3467
C 3.5433 -0.5575 -2.5323 0.5303 -0.1753 0.2297
C 2.7302 0.1885 -3.5350 -0.1743 0.0495 -0.0883
O 1.5269 0.0902 -3.6112 0.2860 0.0511 0.3426
C 3.5288 1.0377 -4.4646 0.2136 -0.1237 0.0623
C 3.1043 2.2910 -4.8697 -0.1240 0.0793 -0.1698
C 3.9103 3.0422 -5.7121 0.0925 -0.0872 -0.0156
C 5.1191 2.5274 -6.1649 0.1854 0.0687 -0.0251
C 5.5449 1.2686 -5.7730 -0.1715 -0.2358 0.0835
C 4.7500 0.5261 -4.9123 -0.1184 0.1274 0.0596
C 5.1566 -0.8147 -4.4084 0.0382 -0.0857 -0.0815
O 5.7516 -1.6294 -5.0740 0.1985 0.1694 0.1662
H -0.3303 -2.3790 -1.1934 0.0343 -0.1004 -0.0554
H 1.9590 -0.3985 0.4754 -0.0815 0.1080 0.0504
H 1.8771 0.9005 -0.6979 -0.1913 0.0285 -0.1685
H 3.8164 -1.5290 0.6896 -0.0053 -0.0316 0.0090
H 6.5727 -2.1501 -2.5244 -0.0048 0.0185 -0.1263
H 2.1570 2.6900 -4.5345 -0.0498 -0.0944 0.0863
H 3.5917 4.0321 -6.0061 0.0276 0.0303 -0.0460
H 5.7635 3.1035 -6.8150 -0.1014 0.1253 -0.0254
H 6.4869 0.8557 -6.1061 0.0168 0.0085 -0.0811
C 7.1212 2.2508 -1.8877 0.0365 0.2027 0.1164
C 5.8073 1.8018 -1.2867 0.0908 -0.2277 -0.3002
O 5.5065 2.4852 -0.0616 0.0041 -0.0148 0.0208
C 5.0385 3.7254 -0.2036 -0.1714 -0.0398 0.0511
O 4.8231 4.2861 -1.2469 0.0402 0.0274 -0.0398
O 4.8248 4.2283 1.0100 0.0644 0.0140 0.0211
C 4.3424 5.5746 1.0140 -0.0050 0.1707 -0.0201
H 7.9260 2.1524 -1.1579 0.0098 -0.0947 -0.0257
H 7.3610 1.6442 -2.7623 -0.0148 -0.0298 0.0113
H 7.0722 3.2943 -2.1959 -0.0491 -0.0144 -0.0530
H 5.8545 0.7495 -1.0163 -0.0082 0.0265 0.1537
H 4.9875 1.9258 -1.9963 -0.0178 0.1650 0.0569
H 3.4533 5.6688 0.3954 0.0344 -0.0145 -0.0054
H 5.1171 6.2541 0.6619 0.0077 -0.0235 -0.0655
H 4.0961 5.8013 2.0466 0.1490 -0.0245 -0.1864
C -1.7607 3.3627 0.5641 0.0773 0.2018 0.1451
C -0.4818 2.5566 0.6070 -0.2621 -0.1955 -0.1944
O 0.6645 3.3753 0.9177 0.0755 0.0085 -0.0642
C 0.8187 3.6973 2.1948 0.0177 -0.0611 0.0074
O 0.1259 3.3342 3.1119 0.1261 0.0347 -0.0328
O 1.8883 4.4877 2.3016 -0.0653 0.0261 0.0668
C 2.1461 4.9549 3.6285 0.0285 0.0063 0.1062
H -1.6566 4.2004 -0.1262 -0.0257 -0.0626 -0.0780
H -2.5858 2.7336 0.2312 0.0159 -0.0176 -0.0341
H -2.0110 3.7665 1.5445 -0.0068 -0.0598 0.0257
H -0.2710 2.1375 -0.3739 0.1026 0.0444 -0.0005
H -0.5466 1.7294 1.3149 0.0407 0.0896 0.1046
H 2.2050 4.1245 4.3281 -0.0466 -0.0111 -0.0043
H 1.3691 5.6503 3.9420 -0.0333 -0.0444 0.0262
H 3.1022 5.4683 3.5867 -0.1001 -0.0483 0.0649
C -6.7887 0.4579 5.9629 0.1437 0.0793 0.1318
C -6.7209 0.9224 4.5258 -0.2393 -0.2355 0.0059
O -5.8605 2.0618 4.3676 0.0252 0.0332 -0.0149
C -4.5544 1.7957 4.3803 -0.0446 0.0084 -0.0492
O -4.0553 0.7033 4.4825 0.0257 -0.0239 0.0242
O -3.8954 2.9425 4.2482 0.0424 0.0276 0.0338
C -2.4652 2.8209 4.3009 -0.0937 0.0326 0.0764
H -7.0798 1.2805 6.6177 -0.0876 -0.0047 -0.0372
H -7.5133 -0.3494 6.0677 -0.0077 -0.0028 -0.0126
H -5.8208 0.0900 6.2993 -0.0034 -0.0536 -0.0486
H -7.6984 1.2595 4.1859 0.0487 0.1283 -0.0159
H -6.3942 0.1217 3.8626 0.1164 0.0200 0.0293
H -2.1110 2.0879 3.5843 -0.0089 -0.0506 0.0028
H -2.1527 2.5419 5.3064 0.0147 -0.0766 -0.0298
H -2.0658 3.7950 4.0529 -0.0766 0.0641 -0.0140
C -9.0013 -5.4048 8.9793 0.1561 0.0908 0.0966
C -8.8837 -4.9203 7.5508 -0.2351 -0.2168 -0.0097
O -8.0259 -3.7732 7.4407 0.0042 0.0409 -0.0145
C -6.7194 -4.0317 7.4909 -0.0295 0.0381 -0.0235
O -6.2135 -5.1191 7.5892 0.0211 -0.0324 0.0159
O -6.0668 -2.8737 7.4050 -0.0011 0.0292 0.0172
C -4.6438 -2.9838 7.5091 0.1174 0.1055 -0.0468
H -9.3237 -4.5917 9.6310 -0.0775 -0.0142 -0.0244
H -9.7288 -6.2140 9.0413 -0.0226 0.0084 -0.0176
H -8.0448 -5.7734 9.3465 0.0016 -0.0423 -0.0473
H -9.8500 -4.5816 7.1821 0.0441 0.1132 -0.0167
H -8.5279 -5.7085 6.8879 0.1113 0.0177 0.0364
H -4.2574 -3.7041 6.7922 -0.0231 -0.0519 0.0296
H -4.3615 -3.2748 8.5196 -0.0062 -0.0742 -0.0176
H -4.2499 -1.9964 7.2865 -0.0642 0.0222 -0.0061
C 2.4465 -4.0693 -2.9210 -0.2088 -0.2632 0.0093
C 3.6056 -5.0352 -2.8100 0.1688 0.3176 -0.1118
O 3.2106 -6.2843 -2.2192 -0.0016 -0.0180 0.0406
C 2.5586 -7.1165 -3.0277 0.0564 -0.0138 0.0362
O 2.3034 -6.9292 -4.1886 -0.0316 0.0096 -0.0362
O 2.2422 -8.2084 -2.3297 -0.0205 -0.0020 0.0168
C 1.4836 -9.1751 -3.0606 -0.0310 -0.1316 0.0124
H 1.9697 -3.9309 -1.9520 0.0934 0.0760 0.0494
H 2.7952 -3.1039 -3.2818 0.0405 0.0479 -0.0025
H 1.6930 -4.4411 -3.6151 0.0635 -0.0062 -0.0629
H 4.3681 -4.6387 -2.1406 -0.0200 -0.1024 0.0849
H 4.0728 -5.2164 -3.7779 -0.0864 -0.0817 -0.0264
H 1.9828 -9.4384 -3.9902 -0.0111 0.0525 -0.0286
H 0.4866 -8.7920 -3.2720 0.0201 0.0253 -0.0631
H 1.4127 -10.0483 -2.4191 0.0244 0.0404 0.0544
C -0.9953 1.3497 -4.8461 -0.1914 0.1550 -0.3156
C -2.1784 1.1120 -3.9372 0.2320 -0.2192 0.1352
O -3.1274 2.1978 -3.9797 -0.0113 0.0307 0.0057
C -3.9224 2.2236 -5.0425 -0.0118 -0.0041 0.0664
O -3.9481 1.4217 -5.9401 0.0033 -0.0113 -0.0442
O -4.7126 3.2975 -4.9441 0.0047 0.0281 -0.0104
C -5.5906 3.4846 -6.0554 -0.1085 0.0699 -0.0204
H -0.5253 2.3079 -4.6140 0.0482 -0.0456 0.0910
H -0.2594 0.5604 -4.7184 -0.1041 0.0857 0.0225
H -1.3023 1.3752 -5.8924 -0.0609 -0.0300 0.0240
H -1.8537 1.0621 -2.9012 -0.0780 0.0923 0.0078
H -2.6845 0.1765 -4.1747 -0.0706 0.0618 -0.1015
H -6.1751 2.5872 -6.2449 0.0448 -0.0319 -0.0248
H -5.0230 3.7501 -6.9461 0.0024 -0.0683 -0.0220
H -6.2497 4.3038 -5.7832 0.0433 0.0145 0.0539
```
Forces are in eV/Å.

* molecular weight: 969.778 g mol⁻¹
* HOMO: -9.781 eV
* SMILES: O=C(O)Cc1cc(Br)cc2c1C(=O)c1ccccc1C2=O.CCOC(=O)OC.CCOC(=O)OC.CCOC(=O)OC.CCOC(=O)OC.CCOC(=O)OC.CCOC(=O)OC
* E: -5787.81824 hartree
* 2S+1: 1